37
Properties=species:S:1:pos:R:3:forces:R:3 method="wB97M-V/def2-TZVPD" orbital_gap_ev=9.045 smiles="N[C@@H](Cc1ccccc1)C(=O)N1CCC[C@H]1C(=O)O" e_homo_ev=-8.48 spin_multiplicity=1 de_lowest_kcal_mol=90.2 total_energy_ha=-879.42307
N 0.5940 0.5823 -1.2420 -0.911 -0.058 -0.747
C 0.4442 -0.5075 -0.2427 0.342 0.729 -1.240
C 1.5514 -0.5425 0.8616 -0.105 -2.826 -3.747
C 2.9232 -0.1409 0.3838 -3.210 -0.547 -1.379
C 3.7127 0.7051 1.0774 2.057 -1.121 -0.681
C 5.0539 0.7418 0.6930 0.397 1.288 0.084
C 5.6098 0.2698 -0.5257 -1.488 0.236 2.215
C 4.7137 -0.4864 -1.2352 -0.977 -1.194 -0.231
C 3.3599 -0.6172 -0.8407 1.729 -1.416 -1.073
C -0.8473 -1.0968 0.4959 -0.253 5.215 -3.456
O -0.6225 -1.7914 1.4082 -0.504 -2.966 2.461
N -2.1191 -0.7197 0.0674 -0.351 -2.057 0.139
C -3.2077 -1.6618 0.3964 -1.434 1.978 2.835
C -4.2747 -1.3783 -0.6576 0.992 -1.064 -0.691
C -4.2012 0.0706 -0.9937 2.918 1.182 1.505
C -2.6088 0.4114 -0.7023 -1.279 -0.173 1.223
C -2.5809 1.6943 0.1235 1.365 2.846 -3.291
O -2.4346 2.8234 -0.3803 -0.628 -2.204 0.381
O -2.6393 1.5831 1.4067 -0.454 -2.662 1.489
H 1.0007 0.2872 -2.1623 -0.851 0.718 1.692
H 0.2992 1.5770 -1.1695 0.363 -1.556 0.222
H 0.6010 -1.3910 -0.8781 0.289 0.110 -0.020
H 1.1794 -0.0675 1.6887 -0.447 0.982 2.368
H 1.4039 -1.6695 0.8560 1.480 1.239 1.734
H 3.4409 1.1109 2.0131 -0.342 0.313 0.875
H 5.5602 1.1305 1.5492 1.538 0.728 -0.301
H 6.6272 0.3716 -0.8426 0.441 -0.049 0.340
H 5.1023 -1.2630 -1.9039 -0.267 0.883 -0.666
H 2.8095 -1.3110 -1.5159 -0.040 0.558 1.035
H -3.7149 -1.3143 1.4133 1.266 -0.983 -1.501
H -2.8363 -2.6941 0.4999 -0.297 0.534 -0.154
H -3.8808 -1.9291 -1.5040 -0.758 -0.405 -0.611
H -5.2678 -1.6617 -0.3384 -0.123 -0.443 -0.163
H -4.6485 0.6439 -0.1998 -0.863 0.262 0.103
H -4.5120 0.4510 -1.9524 -0.114 -0.242 -0.295
H -2.0141 0.5606 -1.5547 0.540 0.364 -1.247
H -2.7920 2.4407 1.7451 -0.021 1.803 0.793

***

79
Properties=species:S:1:pos:R:3:forces:R:3 method="wB97M-V/def2-TZVPD" orbital_gap_ev="5.306 / 5.236" s_squared=0.771 total_charge=-2 e_homo_ev="-2.60 / -2.53" spin_multiplicity=2 de_lowest_kcal_mol=11.6 total_energy_ha=-3955.11016
Tl 10.8236 12.7935 10.8889 -0.274 -0.335 0.427
C 10.6570 9.7638 15.0373 1.373 -0.400 -1.593
O 11.4878 8.7802 14.2955 -0.116 1.483 1.203
C 11.0209 8.3015 13.1353 -0.651 -1.452 -1.033
C 11.4821 7.0375 12.7357 0.258 1.362 2.026
C 10.8464 6.3389 11.7300 -0.714 -0.689 -1.442
C 9.7567 6.9036 11.0892 1.033 -1.140 0.355
C 9.3661 8.2134 11.3218 -0.962 0.988 -0.685
C 8.3987 8.7248 10.3485 0.364 -1.337 0.007
N 8.1515 9.9560 10.1275 0.458 0.546 0.195
N 7.8317 10.5443 9.0081 0.185 -1.212 0.027
C 7.4481 11.8246 9.2728 0.363 1.267 1.405
O 7.4543 12.2960 10.4184 -0.387 0.374 -0.835
C 7.1267 12.6550 8.0774 -0.378 -0.344 0.534
C 7.6304 12.3108 6.8294 -0.683 1.376 -0.081
C 7.1725 13.1005 5.7534 0.936 -0.837 -0.322
C 6.1806 14.0591 5.8786 -0.461 0.100 -0.098
C 5.7249 14.3995 7.1792 -0.134 -0.220 -1.127
C 6.2363 13.7302 8.2703 0.487 -0.376 -0.786
C 10.0493 9.0446 12.2941 0.728 -1.465 -0.435
O 9.8931 10.2633 12.3658 -0.083 1.553 0.433
H 10.7902 10.7582 14.5769 0.079 -0.389 0.482
H 9.6152 9.5121 14.9133 -0.359 -0.247 0.325
H 11.0495 9.6746 16.0481 -0.315 0.211 0.012
H 12.2585 6.5448 13.3661 -0.565 0.561 -0.575
H 11.2248 5.3563 11.4341 -0.288 0.233 0.136
H 9.2207 6.3515 10.3430 -0.114 -0.321 -0.380
H 7.8919 7.9500 9.7007 0.438 0.635 0.507
H 8.3766 11.5219 6.7342 -0.347 0.257 -0.097
H 7.6669 12.9299 4.7931 -0.472 0.058 0.083
H 5.7487 14.4684 4.9215 0.538 -0.052 1.388
H 4.9278 15.1282 7.3150 0.299 0.037 -0.065
H 5.9602 14.0162 9.2657 -0.138 -0.142 0.361
O 13.4672 13.8530 14.6782 0.391 -0.518 0.125
C 12.6410 13.8458 13.7771 -0.099 -0.584 -2.170
O 12.6643 13.1973 12.6402 0.094 0.729 1.267
C 11.4758 14.7771 13.9078 -0.142 0.710 0.713
C 11.7102 15.9141 14.7697 -0.679 -0.953 -0.417
C 10.7142 16.8316 14.8850 1.122 0.132 0.324
C 9.5101 16.5986 14.2170 -1.307 -1.087 -0.613
C 8.4222 17.4849 14.3083 -0.106 -0.156 -0.589
C 7.2902 17.2714 13.5463 -0.321 0.997 0.430
C 7.1288 16.1342 12.7473 0.438 -0.876 0.088
C 8.1410 15.1857 12.7233 -0.706 0.874 -0.242
C 9.3410 15.3869 13.4289 0.162 1.595 0.327
N 10.3684 14.5255 13.2508 0.635 0.015 0.348
H 12.6403 15.9245 15.3260 -0.067 0.202 -0.276
H 10.8988 17.7525 15.4503 -0.385 -0.309 -0.103
H 8.5607 18.3454 14.9551 -0.279 0.123 -0.196
H 6.5138 18.0428 13.5277 0.159 -0.317 0.177
H 6.2061 15.9547 12.1715 0.629 0.263 0.287
H 8.0350 14.3563 12.0548 0.088 -0.640 -0.088
O 15.4333 14.3089 6.1908 0.504 -1.409 0.444
S 16.0145 13.1255 6.7992 1.101 -0.740 1.186
O 17.0144 13.3353 7.8717 -1.375 -0.340 -1.900
O 16.2082 11.9077 5.9835 -0.373 1.792 1.002
S 14.1563 12.5707 8.1319 -0.443 0.501 -0.979
N 14.5985 11.5551 13.2196 0.938 -2.437 -0.928
C 14.9054 10.2979 12.7051 -0.079 1.672 1.905
O 15.2475 9.3171 13.3660 -0.133 0.805 -0.677
C 14.8767 10.2353 11.2102 -0.511 -0.763 -0.933
C 15.1275 8.9772 10.6139 0.627 -0.176 0.564
C 15.0391 8.7969 9.2533 -0.954 1.631 -1.656
C 14.7328 9.8944 8.4121 -0.439 0.995 1.809
N 14.4926 11.1206 9.0301 0.716 -0.772 0.043
C 14.5088 11.3070 10.3938 0.687 -1.740 -0.616
H 14.5876 11.6572 14.2220 -0.077 -0.081 0.036
H 13.9692 12.2128 12.7273 -0.010 -0.072 0.367
H 15.4687 8.0979 11.2037 -0.646 1.034 -0.029
H 15.0488 7.8328 8.7816 0.458 -0.311 0.047
H 14.5974 9.8891 7.3152 0.268 0.024 0.871
H 14.2507 12.2944 10.7595 0.124 -0.054 -0.212
F 10.9154 14.6460 9.0672 -0.961 2.061 -2.375
Sb 10.4995 16.1009 7.5148 2.208 3.757 0.506
F 8.6846 16.5101 7.8418 -0.068 -1.213 0.677
F 11.0380 17.6241 8.4755 0.167 -0.524 2.568
F 10.3431 17.6858 6.3619 -0.529 -0.839 -1.021
F 12.3141 16.1155 6.9424 0.061 -0.927 0.595
F 10.2268 15.1592 5.9881 -0.989 -2.157 -1.036